This record from OMol25 describes a structure of composition C47H47BBiN6O4S5Sb. The level of theory is ωB97M-V/def2-TZVPD.

XYZ file:
```
112
Properties=species:S:1:pos:R:3:lowdin_charge:R:1
Bi -0.7144 0.6769 -0.6311 1.10
S -2.8066 -0.6959 -4.1635 -0.38
Sb -4.0660 0.6062 -2.7346 0.12
S -3.1672 0.1570 -0.4841 -0.26
S -1.0359 2.4934 -2.7074 -0.30
S -3.0702 2.8454 -2.8628 -0.34
C 3.4759 -5.3869 2.8890 -0.07
C 2.5938 -4.1692 2.7984 -0.29
C 1.7466 -3.9740 1.7209 -0.02
C 0.9539 -2.8336 1.5688 -0.16
C 0.0257 -2.8223 0.3756 -0.04
C 1.0417 -1.8104 2.5298 -0.06
C 0.3865 -0.4286 2.3580 -0.31
O -0.6119 -0.3734 1.4017 -0.49
C 1.8285 -2.0437 3.6757 -0.21
C 1.8293 -1.0807 4.8402 -0.04
C 2.5934 -3.1991 3.7904 -0.03
H 3.1003 -6.1886 2.2503 0.06
H 3.5313 -5.7658 3.9119 0.07
H 4.4975 -5.1624 2.5686 0.07
H 1.6832 -4.7450 0.9565 0.10
H -0.0527 -3.8372 -0.0205 0.06
H 0.4007 -2.1834 -0.4271 0.04
H -0.9599 -2.4487 0.6312 0.07
H -0.0312 -0.1576 3.3478 0.14
H 2.1318 -0.0695 4.5683 0.06
H 2.4996 -1.4411 5.6230 0.07
H 0.8265 -0.9924 5.2662 0.09
H 3.1975 -3.3427 4.6829 0.10
C -2.4245 10.2167 5.5951 -0.09
C -2.1237 8.8003 5.1680 -0.75
O -2.8910 7.8889 5.2959 0.04
S -0.4783 8.6339 4.4640 0.98
C -0.6034 7.1096 3.5693 -0.56
C -0.6176 5.8820 4.2226 -0.10
C -0.6793 4.7110 3.4883 -0.02
C -0.7087 4.7414 2.0885 -0.25
C -0.6913 5.9856 1.4459 -0.02
C -0.6450 7.1575 2.1789 -0.11
C -0.7084 3.5381 1.3251 -0.13
C -0.7123 2.5324 0.6480 -0.21
H -3.3343 10.2332 6.1905 0.08
H -2.5468 10.8318 4.7033 0.08
H -1.5880 10.6283 6.1623 0.07
H -0.5817 5.8492 5.3035 0.10
H -0.6853 3.7498 3.9849 0.12
H -0.7208 6.0083 0.3645 0.12
H -0.6360 8.1164 1.6759 0.10
C 4.6120 0.2727 2.3367 0.00
C 3.7075 1.2327 1.5677 -0.45
C 4.4527 1.7899 0.3694 -0.01
O 2.5659 0.4562 1.1420 0.12
B 1.5962 0.5871 2.1261 -0.61
O 1.8930 1.6316 2.9783 0.13
C 3.0541 2.3176 2.4719 -0.46
C 3.9044 2.7475 3.6554 -0.01
C 2.5847 3.5352 1.6893 0.00
H 4.8514 -0.5698 1.6861 0.10
H 4.1078 -0.1243 3.2194 0.08
H 5.5421 0.7553 2.6438 0.09
H 4.8944 0.9732 -0.2055 0.08
H 5.2664 2.4358 0.7103 0.09
H 3.7958 2.3595 -0.2839 0.08
H 4.1190 1.9089 4.3167 0.08
H 3.3662 3.5062 4.2251 0.09
H 4.8487 3.1802 3.3154 0.09
H 1.9584 3.2478 0.8446 0.09
H 3.4344 4.1194 1.3289 0.09
H 1.9824 4.1647 2.3456 0.08
N 9.4732 -3.2937 -2.9939 0.14
C 8.4845 -2.7057 -3.0019 -0.20
C 7.2733 -1.9341 -3.0209 -0.25
C 6.1759 -2.3004 -2.2414 -0.02
C 5.0273 -1.5347 -2.2485 0.00
C 4.9602 -0.3758 -3.0254 -0.17
C 6.0537 -0.0166 -3.8134 0.00
C 7.1974 -0.7910 -3.8134 -0.03
N 3.8175 0.4268 -2.9905 -0.01
C 3.4789 1.4784 -3.8397 -0.05
C 2.3449 2.0198 -3.3283 -0.14
N 1.9776 1.3491 -2.1789 0.04
C 2.8518 0.4091 -2.0152 -0.20
H 6.2259 -3.1947 -1.6338 0.12
H 4.1667 -1.8398 -1.6743 0.09
H 6.0181 0.8841 -4.4087 0.10
H 8.0465 -0.5025 -4.4185 0.12
H 4.0328 1.6979 -4.7339 0.10
H 1.7322 2.8166 -3.7176 0.07
H 2.8570 -0.2823 -1.1910 0.11
C -0.4168 -3.0646 -3.4304 -0.06
C 0.6075 -2.1331 -3.3164 -0.13
N 1.7963 -2.4225 -2.7765 0.08
C 1.9936 -3.6591 -2.3439 -0.13
C 1.0476 -4.6749 -2.4212 -0.23
C -0.1941 -4.3442 -2.9578 -0.02
C 1.2783 -5.9911 -1.8197 -0.04
C 2.4060 -6.7018 -1.6961 -0.05
C 3.7195 -6.4624 -2.3101 -0.28
C 4.8666 -7.0137 -1.7362 -0.02
C 6.0730 -6.7756 -2.3635 -0.15
N 6.1708 -6.0694 -3.4885 0.07
C 5.0183 -5.6066 -3.9661 -0.21
N 3.8108 -5.7603 -3.4456 0.14
H -1.3729 -2.7393 -3.8243 -0.01
H 0.4391 -1.1125 -3.6485 0.10
H 2.9488 -3.8597 -1.8682 0.10
H -0.9849 -5.0861 -2.9908 0.12
H 0.3984 -6.4176 -1.3436 0.11
H 2.3670 -7.5881 -1.0709 0.10
H 4.8107 -7.5897 -0.8222 0.11
H 7.0008 -7.1606 -1.9526 0.10
H 5.0728 -5.0343 -4.8866 0.11
```

As for the total charge: -2. The molar mass comes out at 1261.82 Da. The energy above the lowest of the compared OMol25 structures with the same formula, charge and spin comes out at 0.00 kcal per mole.